[1]
This record from the Open Molecules 2025 dataset describes 2 unconnected molecules or ions with the total composition C2H7BrN. The level of theory is ωB97M-V/def2-TZVPD.

Values from the calculation:
molar mass: 124.99 g/mol
charge: +1
ΔE to the lowest compared entry with this formula, charge and spin: 52.51 kJ/mol
orbital gap: 9.79 eV
DFT total energy: -73712.04150 eV

Last column: natural (NBO) charge in e.
Geometry (Å):
C: -0.6489 0.8669 0.5721  -0.46
C: -0.3174 -1.1438 -0.8882  0.11
N: -0.9473 -0.0803 -0.5584  -0.39
Br: 2.7427 0.1716 0.1778  -0.19
H: -1.0835 1.9179 0.2220  0.25
H: -1.3001 0.4815 1.3694  0.25
H: 0.4084 1.0360 0.7987  0.27
H: -0.9315 -1.7311 -1.5959  0.24
H: 0.6164 -1.4257 -0.3829  0.26
H: -1.8212 0.2247 -1.0438  0.45
H: 3.2825 -0.3177 1.3293  0.22

[2]
This record from the Open Molecules 2025 dataset describes 2 unconnected molecules or ions with the total composition C2H7Cl3NSi. The level of theory is ωB97M-V/def2-TZVPD.

Values from the calculation:
molar mass: 179.53 g/mol
charge: +1
ΔE to the lowest compared entry with this formula, charge and spin: 251.46 kJ/mol
orbital gap: 9.53 eV
DFT total energy: -49116.54614 eV

Last column: natural (NBO) charge in e.
Geometry (Å):
C: -1.5282 0.0775 0.7095  -0.72
C: -0.1398 0.2526 0.0598  -0.33
N: 1.0340 0.4830 0.9554  -0.74
Si: 0.4175 -0.8735 -1.4386  1.39
Cl: 0.4658 -2.7457 -0.6149  -0.31
Cl: -0.7877 -0.7526 -2.9414  -0.23
Cl: 2.3501 -0.1911 -1.6133  -0.32
H: -1.8699 0.8843 1.3085  0.25
H: -2.1957 0.1358 -0.1076  0.26
H: -1.8223 -0.8791 1.1488  0.26
H: -0.0133 2.0147 -0.8109  0.16
H: 1.9164 0.7333 0.3365  0.47
H: 0.8163 1.1752 1.6101  0.43
H: 1.3567 -0.3142 1.3980  0.43

[3]
This record from the Open Molecules 2025 dataset describes a molecular structure, C2H7ClNO12P2Ti. The level of theory is ωB97M-V/def2-TZVPD.

Values from the calculation:
molar mass: 382.34 g/mol
charge: 0
ΔE to the lowest compared entry with this formula, charge and spin: 293.12 kJ/mol
orbital gap (alpha / beta): 7.63 / 10.24 eV
DFT total energy: -82464.14286 eV
multiplicity: 2

Last column: Mulliken spin population.
Geometry (Å):
Ti: 0.1149 0.2867 0.4168  0.87
O: 3.1789 -2.0340 -0.6322  0.00
P: 2.6053 -0.8899 0.3137  0.00
O: 3.6059 -0.0625 0.9661  0.00
O: 1.5304 -0.1847 -0.5492  0.00
O: 1.7162 -1.8102 1.3348  0.00
P: 0.9120 -1.0863 2.5701  0.01
O: 0.5540 -2.3417 3.4606  0.00
O: 1.6412 -0.0332 3.2468  0.01
O: -0.4046 -0.6604 1.8425  0.00
H: 4.0724 -2.2605 -0.3741  0.00
H: 0.0092 -2.9833 3.0018  0.00
O: -1.3465 1.8524 1.0127  0.00
Cl: -0.1531 2.5664 0.6460  0.00
O: -0.2842 3.9338 0.8383  0.00
O: 0.9212 1.9822 1.3700  0.02
O: 0.0571 2.2341 -0.7360  0.00
C: -1.3774 0.3686 -2.9417  0.00
C: -1.9125 -0.0368 -1.6042  0.09
N: -3.2580 -0.1100 -1.3652  0.04
O: -1.1165 -0.3507 -0.6574  -0.05
H: -2.1736 0.5097 -3.6663  0.00
H: -0.6806 -0.3884 -3.3051  0.00
H: -0.8048 1.2932 -2.8222  0.00
H: -3.8931 0.3716 -1.9791  0.00
H: -3.5132 -0.1661 -0.3866  0.00

[4]
This record from the Open Molecules 2025 dataset describes C2H7ClNP in the gas phase. The level of theory is ωB97M-V/def2-TZVPD.

Values from the calculation:
molar mass: 111.51 g/mol
charge: 0
ΔE to the lowest compared entry with this formula, charge and spin: 148.63 kJ/mol
orbital gap: 10.15 eV
DFT total energy: -25486.76956 eV

Last column: natural (NBO) charge in e.
Geometry (Å):
N: 1.1773 1.4079 -0.8281  -0.86
C: 1.3099 0.4679 0.2012  0.00
Cl: 2.3106 -0.9468 -0.4106  -0.11
C: -0.3342 -0.1710 0.7622  -0.74
P: -1.1317 -0.7297 -0.7885  0.26
H: 0.3672 1.3000 -1.3707  0.37
H: 1.1728 2.3842 -0.5673  0.38
H: 1.9901 0.9499 1.0957  0.22
H: -0.5879 0.7361 1.3905  0.24
H: 0.0454 -1.0129 1.5137  0.24
H: -1.6119 -1.9445 -0.3156  -0.01
H: -0.0198 -1.2530 -1.4597  0.00

[5]
This record from the Open Molecules 2025 dataset describes a molecular structure, C2H7ClOSi. The level of theory is ωB97M-V/def2-TZVPD.

Values from the calculation:
molar mass: 110.62 g/mol
charge: 0
ΔE to the lowest compared entry with this formula, charge and spin: 370.39 kJ/mol
orbital gap: 9.15 eV
DFT total energy: -24634.53795 eV

Last column: natural (NBO) charge in e.
Geometry (Å):
C: -1.2597 -0.5579 0.2593  -1.07
C: 1.9128 -0.6172 -0.1331  -0.72
O: 0.1199 2.1774 0.0310  -1.12
Si: -0.0309 0.6837 -0.5812  1.57
Cl: 3.5332 0.1656 0.2414  -0.09
H: -0.6819 -1.3462 0.6511  0.24
H: -1.6609 -0.1391 1.1072  0.25
H: -2.0859 -0.7860 -0.3060  0.24
H: 1.5336 -1.3584 0.6484  0.21
H: 1.8659 -0.9742 -1.1034  0.19
H: 0.4246 3.0072 -0.3179  0.53
H: 0.0012 0.7957 -2.0736  -0.22

[6]
This record from the Open Molecules 2025 dataset describes 2 unconnected molecules or ions with the total composition C2H7FN2. The level of theory is ωB97M-V/def2-TZVPD.

Values from the calculation:
molar mass: 78.09 g/mol
charge: 0
ΔE to the lowest compared entry with this formula, charge and spin: 269.98 kJ/mol
orbital gap: 9.78 eV
DFT total energy: -7883.07252 eV

Last column: natural (NBO) charge in e.
Geometry (Å):
C: 1.4741 0.8573 1.0977  -0.45
N: 0.3344 0.4233 0.3025  -0.16
N: 0.6495 -0.0317 -0.8087  -0.17
C: -0.4780 -0.2433 -1.7482  -0.46
H: 1.4873 2.0253 0.9099  0.21
H: 1.4066 0.7208 2.1078  0.20
H: 2.3305 0.2984 0.7846  0.20
H: -0.7329 -1.3610 -1.7865  0.22
H: -1.2623 0.4822 -1.5193  0.20
H: -0.0851 -0.0477 -2.6991  0.20
F: -2.1898 -1.8273 1.8603  -0.56
H: -2.9343 -1.2964 1.4990  0.56

[7]
This record from the Open Molecules 2025 dataset describes a molecular structure, C2H7GdO3. The level of theory is ωB97M-V/def2-TZVPD.

Values from the calculation:
molar mass: 236.32 g/mol
charge: +1
ΔE to the lowest compared entry with this formula, charge and spin: 0.00 kJ/mol
orbital gap (alpha / beta): 7.67 / 6.71 eV
DFT total energy: -29154.22466 eV
multiplicity: 9

Last column: Mulliken spin population.
Geometry (Å):
O: -0.6603 -0.5478 -2.0373  -0.02
H: -0.3644 0.3596 -2.1431  0.00
C: 0.8911 1.2982 0.5206  -0.01
O: 0.9628 0.0071 1.0743  -0.01
C: 0.4184 -1.0040 0.2585  -0.04
H: -0.1417 1.6256 0.3176  0.00
H: 1.2860 1.9994 1.2648  0.00
H: 1.4377 1.3308 -0.4382  0.00
H: 0.6071 -1.9418 0.8097  -0.01
H: 1.1504 -1.1371 -0.5637  0.00
Gd: -2.9536 -0.4620 1.7133  8.09
O: -1.2237 -0.8936 0.3736  0.00
H: -1.4100 -0.6344 -1.1500  -0.01

[8]
This record from the Open Molecules 2025 dataset describes 2 unconnected molecules or ions with the total composition C2H7IN. The level of theory is ωB97M-V/def2-TZVPD.

Values from the calculation:
molar mass: 171.99 g/mol
charge: +1
ΔE to the lowest compared entry with this formula, charge and spin: 63.57 kJ/mol
orbital gap: 8.05 eV
DFT total energy: -11770.21743 eV

Last column: natural (NBO) charge in e.
Geometry (Å):
C: -0.6580 -1.6855 -0.7329  -0.73
C: -0.4365 -0.6585 0.2583  0.31
N: 0.1993 0.4424 0.1482  -0.60
I: 1.2046 4.2327 1.3828  -0.13
H: -1.7808 -1.7765 -0.6861  0.29
H: -0.2659 -1.6082 -1.7870  0.27
H: -0.3058 -2.7516 -0.2994  0.32
H: -1.2778 -0.9312 1.0383  0.26
H: 0.1865 1.0567 0.9205  0.44
H: 0.6252 0.7074 -0.7080  0.44
H: 0.4985 5.6439 1.2622  0.13

[9]
This record from the Open Molecules 2025 dataset describes 2 unconnected molecules or ions with the total composition C2H7IP2. The level of theory is ωB97M-V/def2-TZVPD.

Values from the calculation:
molar mass: 219.93 g/mol
charge: 0
ΔE to the lowest compared entry with this formula, charge and spin: 150.76 kJ/mol
orbital gap: 8.31 eV
DFT total energy: -28863.79059 eV

Last column: natural (NBO) charge in e.
Geometry (Å):
C: 1.9654 0.9214 0.9402  -0.91
C: -1.6007 -0.6265 -1.5357  -0.93
P: 1.3617 0.3810 -0.7543  0.24
P: -0.5240 -0.0536 -0.1231  0.23
I: -2.5043 -2.1630 3.4922  -0.08
H: 2.9050 0.1971 1.1781  0.22
H: 1.2997 0.7834 1.6843  0.22
H: 2.3904 1.8935 0.9715  0.23
H: -2.3560 0.0132 -1.7273  0.23
H: -2.0880 -1.6123 -1.4036  0.24
H: -1.0172 -0.6351 -2.3569  0.22
H: -1.6264 -1.3416 4.3869  0.08

The lowest ΔE to the lowest compared entry with this formula, charge and spin belongs to which entry?
C2H7GdO3